1.
An isolated molecule of C2Cl2O at a distorted geometry. Source: the OMol25 dataset; level of theory: wB97M-V/def2-TZVPD.

XYZ file:
```
5
C2Cl2O | the OMol25 dataset | wB97M-V/def2-TZVPD
C 0.152 -0.647 0.099
C -0.392 0.530 0.449
O 0.169 -1.746 -0.162
Cl -1.509 1.529 -0.333
Cl 1.580 0.334 -0.053
```

## Properties
- LUMO level (eV) = -0.8
- highest occupied orbital energy (eV) = -9.33
- total charge = 0
- HOMO-LUMO gap (eV) = 8.572
- energy above the lowest of the compared OMol25 structures with the same formula, charge and spin (eV) = 2.252

=====

2.
A structure of composition C23H43CaCl2FN3O4Si at a distorted geometry. Source: the OMol25 dataset; level of theory: wB97M-V/def2-TZVPD.

XYZ file:
```
78
C23H43CaCl2FN3O4Si | the OMol25 dataset | wB97M-V/def2-TZVPD
C 3.131 -2.346 -1.280
C 2.662 -1.504 -2.432
H 2.580 -3.281 -1.217
H 2.977 -1.857 -0.306
H 4.206 -2.577 -1.411
C 2.801 -2.003 -3.693
C 3.152 -3.433 -4.002
H 2.778 -1.377 -4.603
H 2.592 -4.177 -3.387
H 4.243 -3.587 -3.840
H 2.922 -3.629 -5.070
Ca 1.264 0.976 0.880
Cl 2.897 -0.778 1.901
C -0.786 3.574 1.326
O -1.165 2.404 1.183
N -1.460 4.717 1.061
C -2.886 4.739 0.720
C -0.704 5.932 0.748
H 0.262 3.722 1.658
H -3.486 4.209 1.469
H -3.065 4.348 -0.293
H -3.211 5.784 0.712
H 0.175 5.966 1.398
H -1.330 6.821 0.928
H -0.422 5.946 -0.319
H -2.606 1.683 5.381
H -0.841 1.633 7.573
C -2.231 0.651 5.315
C -0.590 0.644 7.157
N -0.843 0.586 5.722
H -2.335 0.270 4.298
C 0.163 0.633 4.809
O 0.032 0.732 3.592
H 0.467 0.437 7.346
H 1.147 0.599 5.335
H -2.815 0.039 6.013
H -1.205 -0.102 7.679
H 0.679 -5.156 3.567
H -0.044 -3.812 0.613
C -0.340 -5.325 3.199
C -0.968 -4.106 1.133
N -0.834 -4.114 2.583
H -0.946 -5.630 4.058
C -0.953 -2.963 3.301
O -1.186 -1.845 2.822
H -1.768 -3.422 0.820
H -0.768 -3.146 4.378
H -0.339 -6.115 2.453
H -1.219 -5.129 0.858
O 1.378 0.042 -1.012
C 2.176 -0.105 -2.153
C 0.876 -0.014 -4.383
C 1.673 0.626 -3.442
H 0.639 -1.079 -4.249
C 0.374 0.654 -5.525
H 3.094 0.439 -1.868
C 2.099 1.940 -3.714
H -0.281 0.115 -6.213
C 0.755 1.979 -5.763
C 1.629 2.599 -4.864
H 2.804 2.410 -3.019
H 0.367 2.501 -6.648
H 1.976 3.617 -5.074
Si -0.880 -0.889 -1.799
Cl -0.187 -2.798 -2.138
C -1.999 -0.776 -3.386
C -1.017 1.069 -1.996
C -1.610 -0.759 -0.047
H -2.000 0.204 -3.933
H -2.974 -0.908 -2.904
H -1.818 -1.576 -4.113
H -2.542 -1.340 -0.107
H -1.857 0.280 0.224
H -0.997 -1.171 0.766
H -0.968 1.345 -3.055
H -0.295 1.672 -1.450
H -2.029 1.274 -1.607
F 1.827 3.019 1.342
```

## Properties
- LUMO level (eV) = 2.4
- highest occupied orbital energy (eV) = -4.89
- total charge = -1
- HOMO-LUMO gap (eV) = 7.336
- energy above the lowest of the compared OMol25 structures with the same formula, charge and spin (eV) = 4.564

=====

3.
An isolated molecule of C12H25FN2O2S3. Source: the OMol25 dataset; level of theory: wB97M-V/def2-TZVPD.

XYZ file:
```
45
C12H25FN2O2S3 | the OMol25 dataset | wB97M-V/def2-TZVPD
C 4.294 0.850 0.744
C 3.645 -0.430 1.299
N 2.212 -0.633 1.056
C 1.839 -0.744 -0.355
C 1.946 -2.191 -0.835
C 1.348 0.085 1.916
S 0.616 -0.652 3.161
S 1.125 1.845 1.855
C 1.090 2.426 0.130
C -0.325 2.566 -0.447
C -0.721 1.481 -1.464
N -1.870 0.629 -1.082
C -1.809 0.078 0.293
C -2.179 -1.415 0.437
C -2.222 -2.156 -0.897
C -3.461 -1.655 1.251
S -3.274 1.347 -1.513
O -3.454 1.259 -2.914
O -3.507 2.570 -0.825
F -4.240 0.305 -0.855
H 4.970 1.289 1.477
H 4.885 0.639 -0.149
H 3.554 1.601 0.476
H 4.142 -1.299 0.861
H 3.794 -0.511 2.376
H 2.445 -0.084 -0.988
H 0.803 -0.413 -0.455
H 2.111 -2.246 -1.912
H 1.038 -2.744 -0.593
H 2.767 -2.696 -0.326
H 1.736 1.823 -0.507
H 1.563 3.407 0.193
H -1.051 2.597 0.365
H -0.390 3.536 -0.943
H -0.957 1.927 -2.431
H 0.111 0.799 -1.648
H -0.770 0.202 0.596
H -2.394 0.700 0.975
H -1.348 -1.849 1.001
H -3.004 -1.778 -1.555
H -1.271 -2.076 -1.430
H -2.402 -3.217 -0.715
H -3.312 -2.441 1.992
H -4.284 -1.975 0.609
H -3.789 -0.757 1.776
```

## Properties
- LUMO level (eV) = -0.5
- highest occupied orbital energy (eV) = -8.59
- total charge = 0
- structure (SMILES) = CCN(CC)C(=S)SCCCN(CC(C)C)S(=O)(=O)F
- HOMO-LUMO gap (eV) = 8.086

=====

Among the records above, which one has the highest LUMO level? C23H43CaCl2FN3O4Si

=====

Which of these has the lowest HOMO-LUMO gap? C23H43CaCl2FN3O4Si

=====

Number 2 is which compound? C23H43CaCl2FN3O4Si

=====

What is the HOMO-LUMO gap in the second record? 7.336 eV